1.
Formula: C7H8N2S
Source: the Open Molecules 2025 dataset
Level of theory: ωB97M-V/def2-TZVPD

Structure (ORCA input):
```
! RIJCOSX wB97M-V def2-TZVPD def2/J DEFGRID3
* xyz 0 1
C -2.3015 -0.1927 -0.2146
C -1.7003 1.0600 -0.0781
C -1.5082 -1.2845 0.0485
C 0.4474 0.0753 0.1093
C -0.3533 1.2480 0.1099
C -0.1032 -1.1960 0.0746
C 2.9287 0.2178 0.1338
N 0.2149 2.5470 0.2944
N 0.6594 -2.3507 -0.2679
S 3.9377 -0.9719 -0.0535
H -3.4160 -0.2818 -0.5193
H -2.2940 2.0009 -0.1032
H -2.0881 -2.2605 0.1186
H 3.1500 1.2280 0.0487
H -0.4558 3.1636 -0.1289
H 1.2298 2.7034 0.4246
H 0.1405 -3.3057 -0.2032
H 1.5120 -2.4003 0.2063
*
```

Total energy = -779.0572 a.u.
HOMO energy (spin up / spin down) = -7.81 / -7.81 eV
Gap between HOMO and LUMO (spin up / spin down) = 7.18 / 7.28 eV

Partial atomic charges computed with the Mulliken method, in multiples of e: C -0.67; C -0.35; C -0.43; C -0.42; C 0.63; C 0.99; C -0.23; N -0.50; N -0.53; S -0.17; H 0.27; H 0.20; H 0.19; H 0.21; H 0.20; H 0.17; H 0.25; H 0.19

=====

2.
Formula: C7H8N2S3
Source: the Open Molecules 2025 dataset
Level of theory: ωB97M-V/def2-TZVPD

Structure (ORCA input):
```
! RIJCOSX wB97M-V def2-TZVPD def2/J DEFGRID3
* xyz 0 1
C 1.5276 1.5131 1.9521
C 1.2013 2.5566 1.1210
C 0.8422 0.2915 1.8660
C 0.4822 2.3190 0.0108
C 0.2699 -0.0240 0.6632
C 0.1292 1.0420 -0.2576
C -1.4880 -0.8937 -1.1927
N -0.2923 -1.2735 0.2700
N 0.3540 -2.3811 -2.4604
S -0.8244 0.6469 -1.7049
S -3.1021 -0.8234 -0.4909
S -1.3204 -2.2720 -2.2907
H 2.1542 1.7578 2.8879
H 1.5480 3.4576 1.3505
H 0.8534 -0.5250 2.5423
H 0.2380 3.1057 -0.5759
H -0.7893 -1.6673 1.0564
H 0.7923 -3.0780 -1.8857
H 0.7429 -1.4678 -2.3158
H -3.3188 -2.2846 -0.5457
*
```

Total energy = -1575.5191 a.u.
HOMO energy = -7.91 eV
Gap between HOMO and LUMO = 8.36 eV

Partial atomic charges computed with the Mulliken method, in multiples of e: C -0.60; C -0.45; C -0.54; C -0.66; C -0.10; C 0.86; C 0.02; N -0.50; N -0.53; S -0.13; S -0.14; S 0.10; H 0.25; H 0.52; H 0.37; H 0.49; H 0.27; H 0.29; H 0.30; H 0.17

=====

3.
Formula: C7H8N3O
Source: the Open Molecules 2025 dataset
Level of theory: ωB97M-V/def2-TZVPD

Structure (ORCA input):
```
! RIJCOSX wB97M-V def2-TZVPD def2/J DEFGRID3
* xyz 1 1
C 2.9846 -0.3983 0.4725
C 1.7535 0.0722 -0.2961
N 1.0000 1.1603 -0.0360
C -0.2588 0.9246 0.0054
C -1.3839 1.7788 0.0004
C -2.5811 1.1965 -0.0621
C -2.7801 -0.2868 0.1659
O -3.8320 -0.8211 0.4064
N -1.6493 -1.0925 0.0343
C -0.4403 -0.5674 -0.0896
N 0.7328 -1.0761 -0.3701
H 3.2759 -1.3812 0.1722
H 2.8015 -0.4212 1.5735
H 3.7886 0.2157 0.0752
H 2.0247 0.0735 -1.3884
H -1.2879 2.8514 -0.2291
H -3.4590 1.8511 0.1037
H -1.9398 -2.1401 -0.0383
H 1.2505 -1.9397 -0.4999
*
```

SMILES = C[C@@H]1N=c2ccc(=O)[nH]c2=[NH+]1
Total energy = -510.7732 a.u.
HOMO energy = -14.48 eV
Gap between HOMO and LUMO = 9.05 eV

Partial atomic charges computed with the Mulliken method, in multiples of e: C -1.22; C 0.19; N -0.50; C 0.73; C -0.47; C -0.46; C 0.34; O -0.49; N -0.14; C 0.43; N -0.17; H 0.44; H 0.30; H 0.34; H 0.28; H 0.43; H 0.40; H 0.33; H 0.22

=====

4.
Formula: C7H8N4O2
Source: the Open Molecules 2025 dataset
Level of theory: ωB97M-V/def2-TZVPD

Structure (ORCA input):
```
! RIJCOSX wB97M-V def2-TZVPD def2/J DEFGRID3
* xyz 0 1
C -1.5962 -2.9185 0.2738
C 0.7078 2.5038 0.2700
C -0.6271 2.1308 0.1619
C 1.8243 1.5975 0.1257
C 0.0397 -0.0950 -0.1572
C -2.3588 0.2697 0.1428
C 2.4140 -0.8633 -0.2231
N -2.0188 -3.2142 1.3166
N -0.9117 0.6458 0.1098
N 1.3590 0.1209 -0.1263
N -0.9843 -2.5652 -0.7650
O -1.6477 2.7837 0.1064
O 2.9697 1.8243 0.3050
H 0.9188 3.5638 0.0932
H -2.5173 -0.7236 0.4877
H -2.9668 0.9678 0.7077
H -2.5115 0.1883 -0.9046
H 3.3352 -0.3072 -0.0962
H 2.2568 -1.7528 0.5185
H 2.4336 -1.2929 -1.2537
H -0.1186 -2.8636 -1.0928
*
```

Total energy = -640.8313 a.u.
HOMO energy (spin up / spin down) = -9.06 / -9.06 eV
Gap between HOMO and LUMO (spin up / spin down) = 5.23 / 5.23 eV

Partial atomic charges computed with the Mulliken method, in multiples of e: C 0.58; C -0.92; C 0.54; C 0.70; C 0.61; C -0.96; C -1.01; N -0.46; N 0.01; N -0.01; N -0.56; O -0.60; O -0.54; H 0.34; H 0.27; H 0.32; H 0.43; H 0.39; H 0.30; H 0.33; H 0.26

=====

5.
Formula: C7H8N6
Source: the Open Molecules 2025 dataset
Level of theory: ωB97M-V/def2-TZVPD

Structure (ORCA input):
```
! RIJCOSX wB97M-V def2-TZVPD def2/J DEFGRID3
* xyz 2 1
N -2.4266 -0.9826 1.0183
N -1.6263 -0.0624 0.2751
C -2.2086 0.9291 -0.2856
C -1.3793 1.9066 -0.9666
N -0.1445 1.9369 -0.7101
C 0.8296 1.3315 -0.1720
C 1.3542 0.0372 -0.5222
N 1.2741 -1.0619 -1.3299
C 2.1115 -1.9750 -0.7809
N 2.6798 -1.5398 0.3306
C 2.2573 -0.2967 0.5056
C 2.3963 0.9272 1.3152
N 1.5916 1.8320 0.8942
H -3.3904 -0.6487 1.2365
H -1.9336 -1.1950 1.9074
H -2.5076 -1.8853 0.5116
H -3.2852 1.1053 -0.2738
H -1.8109 2.6345 -1.6440
H 0.8149 -1.1487 -2.2271
H 2.2924 -2.9553 -1.1836
H 3.1112 1.1110 2.1012
*
```

SMILES = [NH3+]/N=C/C=N\C1=C2[NH+]=CN=C2C=N1
Total energy = -599.3111 a.u.
HOMO energy (spin up / spin down) = -16.43 / -16.43 eV
Gap between HOMO and LUMO (spin up / spin down) = 6.40 / 6.40 eV

Partial atomic charges computed with the Mulliken method, in multiples of e: N -0.34; N -0.15; C 0.15; C -0.40; N 0.00; C 0.14; C 0.16; N -0.02; C -0.19; N -0.57; C 0.85; C -0.36; N -0.48; H 0.39; H 0.39; H 0.39; H 0.43; H 0.46; H 0.25; H 0.45; H 0.48

=====

6.
Formula: C7H8NO3
Source: the Open Molecules 2025 dataset
Level of theory: ωB97M-V/def2-TZVPD

Structure (ORCA input):
```
! RIJCOSX wB97M-V def2-TZVPD def2/J DEFGRID3
* xyz -1 1
C -1.3251 0.1083 -1.9689
C -1.8340 0.0211 1.7447
C -0.7177 -0.2497 1.0551
C -1.9310 -1.3494 -4.0879
C -0.3137 -0.8258 -1.3520
C -0.2519 0.2303 -0.2511
C 1.0658 0.9569 -0.2765
N -1.3394 1.0075 -0.9997
O -2.5477 -0.9798 -5.0533
O -2.1141 -0.1524 -2.9446
O -1.2017 -2.1683 -3.6558
H -2.2281 -0.5638 2.4456
H -2.6562 0.5739 1.3526
H 0.1086 -0.7812 1.5995
H -0.6742 -1.7579 -1.0383
H 0.5498 -1.2071 -1.8709
H 2.0089 0.4471 -0.0893
H 1.0479 1.7446 0.3951
H 1.2224 1.1430 -1.2963
*
```

Total energy = -552.0088 a.u.
HOMO energy = -5.13 eV
Gap between HOMO and LUMO = 8.69 eV

Partial atomic charges computed with the Mulliken method, in multiples of e: C 0.50; C -0.90; C -0.75; C 0.63; C -1.26; C 2.27; C -1.79; N -1.01; O -0.61; O -0.46; O -0.55; H 0.37; H 0.34; H 0.23; H 0.38; H 0.41; H 0.34; H 0.42; H 0.45

=====

7.
Formula: C7H8NO3S
Source: the Open Molecules 2025 dataset
Level of theory: ωB97M-V/def2-TZVPD

Structure (ORCA input):
```
! RIJCOSX wB97M-V def2-TZVPD def2/J DEFGRID3
* xyz -1 3
C -1.6522 -0.1858 -0.3287
C -1.2868 1.8734 0.9860
C -0.2422 0.1124 0.1851
C -3.2291 -1.3289 0.3265
C 1.2676 -1.7838 -0.7874
C 2.6717 1.3447 0.1130
C 0.9771 -0.4180 -0.1338
N -0.1743 1.2381 0.9977
O -2.8147 -2.1585 1.0603
O -4.1975 -0.9485 -0.2085
O 2.1331 0.0885 0.4924
S -2.4912 1.3561 -0.1238
H -1.9803 -0.5432 -1.2594
H -1.3484 2.8019 1.4683
H 0.3007 -2.2725 -1.1136
H 1.6990 -2.3683 0.0010
H 1.7740 -1.6942 -1.6230
H 3.1450 1.8779 1.0430
H 1.9354 1.8456 -0.4602
H 3.5131 1.1631 -0.6349
*
```

Total energy = -950.0779 a.u.
HOMO energy (spin up / spin down) = -0.53 / -4.68 eV
Gap between HOMO and LUMO (spin up / spin down) = 4.01 / 7.27 eV

Partial atomic charges computed with the Mulliken method, in multiples of e: C -0.66; C -0.45; C 0.75; C 0.70; C -1.29; C -0.67; C 0.02; N -0.56; O -0.52; O -0.51; O -0.33; S -0.16; H 0.46; H 0.46; H 0.30; H 0.31; H 0.39; H 0.16; H 0.34; H 0.22

=====

8.
Formula: C7H8NS
Source: the Open Molecules 2025 dataset
Level of theory: ωB97M-V/def2-TZVPD

Structure (ORCA input):
```
! RIJCOSX wB97M-V def2-TZVPD def2/J DEFGRID3
* xyz 1 3
C -3.5608 -0.1536 -0.1291
C -2.7411 -1.0511 -0.0043
C -0.8987 -2.5561 0.1883
C 0.0262 0.0824 -0.1084
C 1.0054 -0.8074 -0.0513
C -0.6356 1.3050 -0.1685
C 2.5356 -0.4063 -0.0040
N -1.5275 -1.4755 0.2298
S 0.8062 -2.5692 0.0021
H -4.5509 0.0080 -0.3414
H -1.3642 -3.4870 0.2621
H -1.6613 0.9645 -0.2643
H -0.3632 1.9261 0.8498
H -0.2937 1.9470 -1.0442
H 2.9699 -0.5069 0.9092
H 3.1185 -1.1453 -0.4101
H 2.6160 0.4969 -0.6213
*
```

Total energy = -723.9160 a.u.
HOMO energy (spin up / spin down) = -11.38 / -13.73 eV
Gap between HOMO and LUMO (spin up / spin down) = 7.04 / 6.03 eV

Partial atomic charges computed with the Mulliken method, in multiples of e: C -0.73; C 0.42; C -0.04; C 0.21; C 0.44; C -0.33; C -1.36; N -0.24; S 0.00; H 0.37; H 0.51; H -0.15; H 0.30; H 0.33; H 0.44; H 0.49; H 0.33

=====

9.
Formula: C7H8O2
Source: the Open Molecules 2025 dataset
Level of theory: ωB97M-V/def2-TZVPD

Structure (ORCA input):
```
! RIJCOSX wB97M-V def2-TZVPD def2/J DEFGRID3
* xyz 0 1
O -3.9208 0.3125 0.1801
C -2.7614 0.7268 0.0590
C -1.8276 1.6616 -0.5868
C -1.3698 0.5703 -0.0027
C -0.1098 -0.1132 0.4389
O -0.0501 0.2123 1.8922
C 1.0945 0.5101 -0.1953
C 1.6285 -0.9110 -0.6226
C 0.4221 -1.5808 -0.1234
H -1.4433 2.6513 -0.7078
H 0.8801 0.1552 2.0438
H 0.8495 1.0892 -1.0090
H 1.7994 1.0223 0.3628
H 1.6886 -0.7188 -1.7384
H 2.5114 -1.1719 -0.0535
H -0.1569 -2.3020 -0.6661
H 0.7657 -2.1138 0.7285
*
```

SMILES = O=c1cc1C1(O)CCC1
Total energy = -421.8311 a.u.
HOMO energy = -9.09 eV
Gap between HOMO and LUMO = 9.66 eV

Partial atomic charges computed with the Mulliken method, in multiples of e: O -0.62; C 0.31; C -0.62; C -0.19; C 1.71; O -0.58; C -1.61; C -0.08; C -1.01; H 0.34; H 0.35; H 0.37; H 0.46; H 0.23; H 0.28; H 0.40; H 0.24

=====

10.
Formula: C7H8O2
Source: the Open Molecules 2025 dataset
Level of theory: ωB97M-V/def2-TZVPD

Structure (ORCA input):
```
! RIJCOSX wB97M-V def2-TZVPD def2/J DEFGRID3
* xyz 0 1
C 1.7594 1.9024 -0.6969
C 1.4834 0.6202 -0.1907
C 0.7655 2.1812 -1.5897
C 0.3365 0.1778 -0.8510
C -0.8162 -2.1346 -1.0464
C -0.4026 -0.9670 -0.6568
C -1.4293 -0.5152 1.8157
O -0.1001 1.1606 -1.6885
O -0.8822 0.6989 2.0412
H 2.5846 2.5362 -0.4448
H 2.0691 0.0525 0.5055
H 0.5763 3.0435 -2.1985
H -1.5466 -2.7058 -0.4973
H -0.4378 -2.6188 -1.9401
H -0.9432 -1.3981 2.1858
H -2.4807 -0.5022 1.6122
H 0.0852 0.6590 2.0041
*
```

Total energy = -421.8283 a.u.
HOMO energy (spin up / spin down) = -6.97 / -7.15 eV
Gap between HOMO and LUMO (spin up / spin down) = 7.86 / 7.14 eV

Partial atomic charges computed with the Mulliken method, in multiples of e: C -0.34; C -0.81; C -0.47; C 0.71; C -0.71; C -0.11; C -0.54; O -0.32; O -0.43; H 0.42; H 0.58; H 0.47; H 0.25; H 0.27; H 0.34; H 0.36; H 0.33

=====

11.
Formula: C7H8S
Source: the Open Molecules 2025 dataset
Level of theory: ωB97M-V/def2-TZVPD

Structure (ORCA input):
```
! RIJCOSX wB97M-V def2-TZVPD def2/J DEFGRID3
* xyz 0 1
C -2.4757 -0.1028 -0.0292
C -1.4604 -0.9757 -0.0478
C -0.0717 -0.7669 -0.2229
C 1.0130 -1.5950 -0.0779
S 2.5611 -0.8042 -0.0711
C 1.6361 0.6039 0.4933
C 0.9543 1.8375 -0.0076
C 0.5430 0.5068 -0.5924
H -2.5894 0.9741 -0.3559
H -3.5374 -0.4564 0.4883
H -1.7812 -2.0352 0.3750
H 0.9523 -2.6923 0.1489
H 1.2325 0.2055 1.4576
H 1.6062 2.5764 -0.7994
H 0.2365 2.3587 0.8284
H 1.1807 0.3656 -1.5872
*
```

SMILES = C=CC1=CS[C@H]2C[C@H]12
Total energy = -669.4956 a.u.
HOMO energy = -7.75 eV
Gap between HOMO and LUMO = 8.23 eV

Partial atomic charges computed with the Mulliken method, in multiples of e: C -0.64; C -0.34; C 0.30; C -0.28; S -0.18; C -0.26; C -0.27; C -0.17; H 0.30; H 0.17; H 0.14; H 0.36; H 0.24; H 0.21; H 0.24; H 0.18

=====

12.
Formula: C7H8S2
Source: the Open Molecules 2025 dataset
Level of theory: ωB97M-V/def2-TZVPD

Structure (ORCA input):
```
! RIJCOSX wB97M-V def2-TZVPD def2/J DEFGRID3
* xyz 0 1
C 2.0477 0.3018 -0.5876
C 1.3480 -0.3821 0.3351
C 0.0769 -1.0602 0.0916
C -1.1801 -0.1159 0.1941
C -0.9390 1.2777 0.1960
C -2.0911 2.0045 0.0244
S -3.4331 0.9202 -0.1142
C -2.4724 -0.4012 0.1451
S -3.2166 -2.0544 0.0093
H 1.7870 0.2659 -1.6610
H 3.0467 0.6142 -0.2277
H 1.9265 -0.4463 1.3035
H -0.0594 -1.9086 0.7308
H 0.0863 -1.2596 -0.9555
H 0.0315 1.7317 0.1959
H -2.3123 3.0315 -0.2603
H -2.0427 -2.6062 0.2901
*
```

SMILES = C=CCc1ccsc1S
Total energy = -1067.8387 a.u.
HOMO energy = -8.28 eV
Gap between HOMO and LUMO = 8.98 eV

Partial atomic charges computed with the Mulliken method, in multiples of e: C -0.81; C -0.33; C -0.54; C 0.22; C -0.68; C -0.46; S -0.20; C 0.52; S -0.23; H 0.27; H 0.27; H 0.24; H 0.50; H 0.30; H 0.42; H 0.38; H 0.11

=====

The following energy above the lowest of the compared OMol25 structures with the same formula, charge and spin values (in kcal per mole) correspond, in order, to the records above: 113.36, 23.14, 29.51, 152.67, 0.00, 18.15, 4.55, 72.59, 114.17, 115.96, 124.78, 46.46.